Molecular formula: C3H10NOS
Method: DFT, ωB97M-V/def2-TZVPD

Each line ends with the Mulliken charge.
CARTESIAN COORDINATES (ANGSTROEM)
1 N -1.2460 -0.3023 -0.7773  -0.305
2 C 0.1472 -0.3450 -0.0474  0.248
3 C -0.1228 -0.2259 1.4470  -0.725
4 O -1.1711 -1.1243 1.7552  -0.515
5 C 0.9229 0.8280 -0.6077  -0.952
6 S 1.2146 0.8671 -2.3905  -0.182
7 H -1.1147 -0.2158 -1.7938  0.339
8 H -1.8008 0.5282 -0.5641  0.351
9 H -1.6577 -1.2303 -0.6428  0.367
10 H 0.7039 -1.2500 -0.2934  0.228
11 H 0.8055 -0.4832 1.9388  0.407
12 H -0.3690 0.7940 1.7765  0.392
13 H -1.3073 -1.0763 2.7280  0.341
14 H 1.8582 0.7499 -0.0259  0.401
15 H 0.5665 1.7672 -0.1648  0.404
16 H 2.5705 0.7186 -2.3379  0.200

2S+1: 1
Kohn-Sham gap: 10.2 eV
Maximum force: 2.34 eV Å⁻¹
SMILES: [NH3+][C@H](CO)CS
Total charge: +1


Molecular formula: C3H10NOS
Method: DFT, ωB97M-V/def2-TZVPD

Each line ends with the Mulliken charge.
CARTESIAN COORDINATES (ANGSTROEM)
1 N 0.1606 0.8892 1.0898  -0.216
2 C -0.0674 -0.2276 0.1001  0.091
3 C 1.1877 -0.3462 -0.7687  -0.668
4 O 2.2765 -0.2517 0.1296  -0.555
5 C -1.3198 -0.0522 -0.7059  -0.976
6 S -2.8403 -0.0075 0.3558  -0.158
7 H -0.1128 0.6198 2.0406  0.349
8 H -0.3088 1.7592 0.8439  0.355
9 H 1.1794 1.0425 1.0911  0.355
10 H -0.0662 -1.1142 0.7213  0.324
11 H 1.1268 -1.3274 -1.2409  0.377
12 H 1.2352 0.4250 -1.5414  0.398
13 H 3.1187 -0.1853 -0.3458  0.331
14 H -1.4799 -0.8825 -1.3780  0.408
15 H -1.3527 0.9145 -1.1888  0.429
16 H -2.7370 -1.2555 0.7972  0.155

2S+1: 1
Kohn-Sham gap: 10.1 eV
Maximum force: 1.86 eV Å⁻¹
SMILES: [NH3+][C@H](CO)CS
Total charge: +1


Molecular formula: C3H10NP
Method: DFT, ωB97M-V/def2-TZVPD

Each line ends with the Mulliken charge.
CARTESIAN COORDINATES (ANGSTROEM)
1 C -1.6882 0.2084 -0.3863  -1.091
2 C 0.5563 -1.5295 -0.0702  -1.005
3 C -0.8025 0.9160 0.5479  -0.309
4 N 0.8485 -0.1059 -0.0969  -0.084
5 P 2.3829 0.4509 -0.0036  -0.197
6 H -2.6989 0.5709 -0.0748  0.360
7 H -1.3827 0.3153 -1.3624  0.363
8 H -1.7014 -0.7492 -0.0189  0.353
9 H 0.0457 -1.9055 0.8346  0.279
10 H -0.0884 -1.8092 -0.8891  0.328
11 H 1.5113 -2.0177 -0.3952  0.366
12 H -0.3715 1.8969 0.2549  0.313
13 H -0.8779 0.7330 1.5428  0.320
14 H 2.0613 1.4941 1.0864  -0.004
15 H 2.2055 1.5314 -0.9693  0.006

2S+1: 1
Kohn-Sham gap: 8.9 eV
Maximum force: 7.02 eV Å⁻¹
Total charge: 0


Molecular formula: C3H10NPS
Method: DFT, ωB97M-V/def2-TZVPD

Each line ends with the Mulliken charge.
CARTESIAN COORDINATES (ANGSTROEM)
1 C 1.4616 0.3388 0.3784  -1.149
2 C 0.2426 0.1474 -1.7447  -1.410
3 C 0.5093 -0.4192 -0.4310  0.364
4 N -1.0453 0.2349 0.7490  -0.142
5 P -1.3109 -0.5673 2.1840  -0.077
6 S -2.4599 0.4438 -0.0889  -0.263
7 H 1.2603 1.4363 0.2894  0.323
8 H 1.4175 0.0390 1.4733  0.248
9 H 2.4474 0.2780 0.0464  0.404
10 H 0.6315 1.1857 -1.6965  0.282
11 H -0.7146 -0.0802 -2.1445  0.485
12 H 0.9073 -0.3071 -2.5260  0.359
13 H 0.4515 -1.4095 -0.2482  0.476
14 H -0.1145 -1.0120 2.4702  -0.036
15 H -1.5672 -2.0036 1.9330  0.007
16 H -2.1166 1.6951 -0.6440  0.130

2S+1: 1
Kohn-Sham gap: 8.6 eV
Maximum force: 4.84 eV Å⁻¹
Total charge: 0


Molecular formula: C3H10NS
Method: DFT, ωB97M-V/def2-TZVPD

Each line ends with the Mulliken charge.
CARTESIAN COORDINATES (ANGSTROEM)
1 C 2.8975 1.2092 0.4664  -0.673
2 S 1.9548 1.8022 -0.9773  -0.102
3 H 3.4921 0.3480 0.1781  0.259
4 H 2.2467 0.9045 1.2832  0.224
5 H 3.4986 2.0507 0.7949  0.317
6 C -2.4307 -0.9948 -0.7361  -0.836
7 N -1.7719 -0.2625 0.3700  -0.449
8 C -0.3259 -0.4851 0.3488  -0.694
9 H -1.9340 -0.7915 -1.6896  0.307
10 H -3.4564 -0.6401 -0.7208  0.321
11 H -2.3855 -2.0611 -0.5345  0.283
12 H -1.9292 0.7057 0.1607  0.244
13 H 0.0544 -0.3685 -0.6722  0.213
14 H 0.0926 0.0898 1.1717  0.250
15 H -0.0030 -1.5064 0.5567  0.334

2S+1: 2
<S²>: 0.7528
Kohn-Sham gap (spin up / spin down): 10.0 / 7.1 eV
Maximum force: 1.32 eV Å⁻¹
Total charge: 0


Molecular formula: C3H10NS
Method: DFT, ωB97M-V/def2-TZVPD

Each line ends with the Mulliken charge.
CARTESIAN COORDINATES (ANGSTROEM)
1 C -1.2205 1.0606 -0.0094  -0.096
2 N -1.6059 2.2965 0.3828  -0.367
3 H -0.2719 0.8879 -0.5086  0.157
4 H -2.0583 0.3828 -0.1585  0.349
5 H -1.8765 2.9232 1.1191  0.237
6 H -1.7533 2.8422 -0.4812  0.273
7 C 1.9256 -0.7405 -0.3236  -1.103
8 C 0.6295 -1.5146 -0.1910  -0.400
9 S -0.2243 -0.9353 1.2873  -0.083
10 H 1.8447 0.2225 -0.8464  0.342
11 H 2.4092 -0.4486 0.6090  0.359
12 H 2.6405 -1.2355 -0.9801  0.342
13 H 0.8136 -2.5679 -0.0049  0.397
14 H 0.0768 -1.4828 -1.1323  0.358
15 H -1.3291 -1.6904 1.2378  0.235

2S+1: 1
Kohn-Sham gap: 8.3 eV
Maximum force: 2.39 eV Å⁻¹
Total charge: +1


Molecular formula: C3H10NS
Method: DFT, ωB97M-V/def2-TZVPD

Each line ends with the Mulliken charge.
CARTESIAN COORDINATES (ANGSTROEM)
1 C 0.5548 -0.9221 2.2612  -0.736
2 C 0.4538 0.6614 0.4682  -0.501
3 C -1.3424 0.5332 -2.2730  -1.040
4 N 1.1682 -0.1236 1.1867  -0.045
5 S -0.3853 -0.6058 -1.2607  -0.045
6 H 1.0337 -0.6199 3.2132  0.335
7 H -0.5537 -0.7431 2.3102  0.283
8 H 0.9125 -1.9622 2.1920  0.297
9 H -0.8389 1.2746 -2.7798  0.409
10 H -0.5941 0.8655 0.6239  0.404
11 H -1.9754 1.0952 -1.6570  0.348
12 H -1.9513 0.1195 -2.9609  0.446
13 H 0.3195 -0.9292 -2.3566  0.224
14 H 2.1660 -0.0032 1.2061  0.274
15 H 1.0325 1.3597 -0.1737  0.347

2S+1: 1
Kohn-Sham gap: 9.9 eV
Maximum force: 3.57 eV Å⁻¹
Total charge: +1


Molecular formula: C3H10NS2
Method: DFT, ωB97M-V/def2-TZVPD

Each line ends with the Mulliken charge.
CARTESIAN COORDINATES (ANGSTROEM)
1 C 3.1549 -1.2452 0.2820  -0.880
2 S 1.7060 -0.1863 0.5482  -0.078
3 S 0.3352 -1.3517 -0.7299  -0.058
4 C -1.3249 -0.4689 -0.9798  -0.722
5 C -1.7745 0.8829 -0.4480  -0.278
6 N -1.2096 1.3872 0.8723  -0.201
7 H 3.0892 -2.1374 0.8987  0.320
8 H 3.1342 -1.3960 -0.7900  0.330
9 H 4.0261 -0.6878 0.5921  0.355
10 H -1.3022 -0.4913 -2.0668  0.357
11 H -1.9860 -1.2411 -0.5758  0.332
12 H -2.8267 0.7885 -0.2127  0.293
13 H -1.5133 1.6487 -1.1594  0.313
14 H -1.3036 2.4022 0.9554  0.378
15 H -1.8950 1.1391 1.5937  0.412
16 H -0.3096 0.9571 1.2200  0.127

2S+1: 1
Kohn-Sham gap: 8.0 eV
Maximum force: 1.89 eV Å⁻¹
SMILES: CSSCC[NH3+]
Total charge: +1


Molecular formula: C3H10O2
Method: DFT, ωB97M-V/def2-TZVPD

Each line ends with the Mulliken charge.
CARTESIAN COORDINATES (ANGSTROEM)
1 C -0.4965 -1.9624 1.3991  -0.662
2 C 0.5488 -1.4738 0.7717  -0.113
3 C 0.5501 -0.8747 -0.6089  -0.807
4 H -0.4760 -2.5552 2.2993  0.277
5 H -1.4851 -1.8970 0.9607  0.233
6 H 1.5356 -1.3562 1.2263  0.319
7 H 1.4191 -0.2399 -0.7477  0.327
8 H 0.5229 -1.6928 -1.3458  0.334
9 H -0.2903 -0.2398 -0.8783  0.081
10 O 0.2262 1.6770 0.5195  -0.605
11 H -0.0387 2.5810 0.6882  0.306
12 H 0.2323 1.3499 1.4270  0.292
13 O -0.6897 2.6419 -1.8387  -0.648
14 H -0.6718 2.1108 -2.6414  0.311
15 H -0.8870 1.9311 -1.2308  0.354

2S+1: 1
Kohn-Sham gap: 10.5 eV
Maximum force: 1.50 eV Å⁻¹
SMILES: C=CC.O.O
Total charge: 0


Molecular formula: C3H10O2
Method: DFT, ωB97M-V/def2-TZVPD

Each line ends with the Mulliken charge.
CARTESIAN COORDINATES (ANGSTROEM)
1 C -0.7122 -1.4271 -1.6620  -1.133
2 C 0.1496 -0.6843 -0.5732  0.476
3 C 0.4940 0.7772 -0.8769  -1.253
4 O -0.6060 -0.9204 0.6280  -0.565
5 H -0.4427 -0.9914 -2.6241  0.325
6 H -1.7715 -1.1899 -1.5643  0.308
7 H -0.6180 -2.5130 -1.6561  0.336
8 H 1.1380 -1.1271 -0.4495  0.188
9 H 1.3895 1.1066 -0.3499  0.318
10 H -0.3894 1.4097 -0.7902  0.315
11 H 0.8422 0.7533 -1.9095  0.373
12 H -0.4156 -1.7967 0.9708  0.314
13 O 0.4709 2.5588 3.6186  -0.640
14 H -0.1746 2.2015 3.0087  0.324
15 H 0.6458 1.8429 4.2294  0.314

2S+1: 1
Kohn-Sham gap: 10.9 eV
Maximum force: 1.72 eV Å⁻¹
SMILES: CC(C)O.O
Total charge: 0


Molecular formula: C3H10O2S
Method: DFT, ωB97M-V/def2-TZVPD

Each line ends with the Mulliken charge.
CARTESIAN COORDINATES (ANGSTROEM)
1 O 0.0000 0.0000 0.0000  -0.532
2 C 0.7037 -1.0528 0.5759  -0.544
3 C 2.0429 -1.2797 -0.1981  -0.599
4 C 2.6757 -2.5022 0.4885  -0.503
5 S 4.1212 -2.7469 -0.6219  -0.237
6 H 0.5556 0.8052 0.0580  0.309
7 H 0.7845 -0.7770 1.6449  0.301
8 H -0.0162 -1.8901 0.4978  0.311
9 H 1.8904 -1.4934 -1.2735  0.341
10 H 2.7223 -0.4091 -0.1210  0.376
11 H 1.9533 -3.3354 0.5852  0.341
12 H 2.9801 -2.2005 1.5091  0.322
13 H 4.9247 -3.4705 0.1864  0.114
14 O 8.1279 -4.8486 1.5094  -0.647
15 H 8.3872 -4.7490 2.4534  0.325
16 H 8.1367 -3.9319 1.1517  0.324

2S+1: 1
Kohn-Sham gap: 9.8 eV
Maximum force: 2.16 eV Å⁻¹
SMILES: OCCCS.O
Total charge: 0


Molecular formula: C3H10O3
Method: DFT, ωB97M-V/def2-TZVPD

Each line ends with the Mulliken charge.
CARTESIAN COORDINATES (ANGSTROEM)
1 C -0.6824 -1.1451 1.0066  -0.559
2 O 0.6352 -0.7769 1.2448  -0.357
3 C 1.4768 -0.8026 0.1392  -0.232
4 O 0.9879 0.0171 -0.8936  -0.319
5 C 1.6117 1.3184 -0.7781  -0.706
6 H -1.3343 -1.2009 1.8945  0.231
7 H -0.6031 -2.1525 0.5645  0.294
8 H -1.1505 -0.4727 0.2681  0.184
9 H 2.5151 -0.6066 0.4694  0.275
10 H 1.4392 -1.8353 -0.2577  0.319
11 H 1.4089 1.8668 0.1572  0.296
12 H 1.2122 1.9041 -1.6231  0.245
13 H 2.7038 1.2237 -0.9007  0.324
14 O -3.4695 0.5233 -0.5865  -0.639
15 H -2.6241 1.0256 -0.5510  0.321
16 H -4.1270 1.1137 -0.1536  0.324

2S+1: 1
Kohn-Sham gap: 10.8 eV
Maximum force: 2.47 eV Å⁻¹
SMILES: COCOC.O
Total charge: 0


Molecular formula: C3H10O3
Method: DFT, ωB97M-V/def2-TZVPD

Each line ends with the Mulliken charge.
CARTESIAN COORDINATES (ANGSTROEM)
1 O -2.7111 0.3128 0.5472  -0.536
2 C -1.2783 0.3931 0.5888  -0.413
3 C -0.8933 1.4968 -0.4143  -0.249
4 C 0.3066 0.9232 -1.1780  -0.663
5 O 1.1802 1.7071 -1.9984  -0.551
6 H -3.0559 -0.3124 1.1916  0.286
7 H -0.8829 -0.5399 0.1943  0.364
8 H -1.0369 0.7409 1.5930  0.261
9 H -0.5666 2.4408 0.0188  0.325
10 H -1.7409 1.5724 -1.0929  0.196
11 H -0.1463 0.1817 -1.8407  0.362
12 H 1.0223 0.4249 -0.5238  0.313
13 H 0.8944 1.6859 -2.9149  0.305
14 O 2.8223 -3.4460 1.6273  -0.635
15 H 3.7317 -3.6725 1.8675  0.317
16 H 2.3544 -3.9088 2.3344  0.318

2S+1: 1
Kohn-Sham gap: 11.0 eV
Maximum force: 1.96 eV Å⁻¹
SMILES: OCCCO.O
Total charge: 0


Molecular formula: C3H10O3
Method: DFT, ωB97M-V/def2-TZVPD

Each line ends with the Mulliken charge.
CARTESIAN COORDINATES (ANGSTROEM)
1 C -3.2232 2.3601 0.0070  -0.997
2 C -1.7838 2.1666 -0.0529  0.088
3 C -1.3746 0.9008 -0.2240  0.034
4 O 0.0190 0.5993 -0.5457  -0.328
5 H -3.4966 3.2223 -0.6681  0.349
6 H -3.7586 1.4216 -0.3326  0.345
7 H -3.4298 2.5105 1.0105  0.357
8 H -1.0705 2.9306 -0.1056  0.440
9 H -1.9313 -0.0371 0.1641  0.313
10 H 0.1400 -0.3776 -0.4310  0.387
11 H 6.0510 -1.2996 1.0917  0.318
12 H 6.5595 -2.7774 1.0176  0.337
13 O 5.8521 -2.1758 1.3782  -0.654
14 H 0.4309 -3.3123 -1.5923  0.345
15 H 0.8779 -3.0641 -0.0283  0.351
16 O 0.1380 -3.0680 -0.6885  -0.684

2S+1: 2
<S²>: 0.7562
Kohn-Sham gap (spin up / spin down): 8.8 / 5.0 eV
Maximum force: 7.87 eV Å⁻¹
Total charge: +1


Molecular formula: C3H10O3P2
Method: DFT, ωB97M-V/def2-TZVPD

Each line ends with the Mulliken charge.
CARTESIAN COORDINATES (ANGSTROEM)
1 O -1.6703 0.4382 1.1562  -0.455
2 C -0.6732 -0.4783 1.1876  -0.577
3 C 0.3301 -0.1227 0.0098  0.210
4 O 1.2529 0.8313 0.4551  -0.505
5 C 1.3216 -1.6006 -0.4126  -0.451
6 O 2.4237 -1.7594 0.4121  -0.501
7 P -0.7038 0.3709 -1.4935  -0.109
8 P -1.2399 2.3486 -0.6636  -0.098
9 H -2.4236 0.1529 1.6082  0.268
10 H -0.1228 -0.4273 2.2177  0.229
11 H -1.1064 -1.4228 1.1609  0.455
12 H 1.8411 1.0299 -0.4195  0.416
13 H 0.6517 -2.5671 -0.3599  0.252
14 H 1.6687 -1.4441 -1.3822  0.395
15 H 2.3608 -1.3883 1.3403  0.335
16 H 0.2946 0.9257 -2.2161  0.051
17 H -2.6993 2.3413 -0.6485  0.041
18 H -1.5058 2.7718 -1.9519  0.046

2S+1: 1
Kohn-Sham gap: 9.3 eV
Maximum force: 4.75 eV Å⁻¹
SMILES: OCC(O)(CO)[PH]#[PH2]
Total charge: 0


In order of appearance, calculated total energy = -17638.93301; -17639.34545; -14048.26999; -24883.82598; -15596.43393; -15588.58588; -15590.19411; -26425.98252; -7367.06829; -7367.58731; -18202.55983; -9414.22983; -9414.45403; -9405.46025; -27989.86845 eV.